[1]
Density functional theory data (ωB97M-V/def2-TZVPD) for C14H15NO5S in the gas phase.

Last column: Mulliken charge in e.
Atoms and positions in Å:
C 3.358 3.073 -3.835  -1.03
C 4.288 2.948 -2.632  -0.43
O 4.326 1.635 -2.108  -0.47
C 3.307 1.177 -1.340  0.75
C 2.210 1.921 -0.914  -0.30
C 1.245 1.341 -0.110  -0.69
C 1.366 0.018 0.284  0.18
N 0.376 -0.570 1.119  0.30
C -0.100 0.036 2.273  0.45
O 0.220 1.123 2.667  -0.59
C -1.067 -0.930 2.927  -0.96
C -1.262 -2.039 1.906  0.34
S -2.923 -2.012 1.114  -0.12
C -2.752 -0.510 0.095  -0.07
C -4.111 -0.139 -0.445  0.26
O -5.143 -0.674 -0.165  -0.54
O -4.020 0.893 -1.292  -0.43
C -0.196 -1.803 0.854  -0.19
O 0.082 -2.513 -0.072  -0.57
C 2.457 -0.735 -0.135  -0.31
C 3.412 -0.159 -0.942  -0.79
H 2.330 2.854 -3.558  0.34
H 3.662 2.372 -4.608  0.31
H 3.409 4.082 -4.234  0.35
H 4.020 3.670 -1.851  0.34
H 5.319 3.144 -2.940  0.31
H 2.089 2.955 -1.195  0.36
H 0.402 1.929 0.218  0.37
H -1.996 -0.425 3.195  0.33
H -0.618 -1.297 3.852  0.38
H -1.193 -3.046 2.314  0.41
H -2.374 0.315 0.703  0.18
H -2.069 -0.695 -0.735  0.35
H -4.896 1.125 -1.639  0.36
H 2.549 -1.766 0.165  0.38
H 4.266 -0.725 -1.278  0.41

- SMILES: CCOc1ccc(N2C(=O)C[C@@H](SCC(=O)O)C2=O)cc1
- Electronic energy: -1371.68201 a.u.
- ΔE to the lowest compared entry with this formula, charge and spin: 0.0 kcal per mole
- Orbital gap: 9.1 eV
- Molecular weight: 309.34 g mol⁻¹


[2]
Density functional theory data (ωB97M-V/def2-TZVPD) for a molecular structure, C9H14Cl2NSSiZr.

Last column: Mulliken charge in e.
Atoms and positions in Å:
Zr -0.079 0.116 0.213  1.23
Cl -0.610 -1.975 -1.238  -0.04
C 1.093 -1.929 -1.894  0.00
Cl 1.985 -0.470 -1.257  -0.05
H 1.016 -1.811 -2.972  0.39
H 1.608 -2.813 -1.528  0.40
C -1.421 5.548 3.490  -1.00
Si -2.510 4.341 2.599  0.30
C -4.117 3.977 3.447  -1.00
C -2.714 4.749 0.794  -1.17
C -1.513 2.627 2.806  0.13
C -1.263 2.225 4.137  -0.28
C -0.578 1.060 4.488  -0.87
C -0.109 0.237 3.498  -0.26
N -0.325 0.574 2.200  -0.39
C -1.008 1.736 1.885  1.13
S -1.222 2.046 0.068  -0.21
H -1.903 6.530 3.469  0.38
H -0.442 5.665 3.022  0.36
H -1.272 5.314 4.546  0.38
H -4.732 4.882 3.431  0.38
H -4.009 3.708 4.500  0.38
H -4.692 3.194 2.949  0.36
H -3.243 5.708 0.771  0.34
H -3.348 4.055 0.238  0.38
H -1.778 4.921 0.259  0.39
H -1.624 2.860 4.939  0.40
H -0.414 0.801 5.526  0.45
H 0.432 -0.682 3.686  0.48

- Electronic energy: -2060.10245 a.u.
- Charge: +3
- ΔE to the lowest compared entry with this formula, charge and spin: 0.0 kcal per mole
- Orbital gap: 5.4 eV
- Molecular weight: 358.50 g mol⁻¹


[3]
Density functional theory data (ωB97M-V/def2-TZVPD) for C21H31N5O3 in the gas phase.

Last column: Mulliken charge in e.
Atoms and positions in Å:
C 6.971 4.076 0.216  -1.13
C 6.246 2.746 0.363  -0.30
O 5.302 2.541 -0.686  -0.39
C 4.103 3.153 -0.521  0.73
O 3.804 3.815 0.445  -0.65
N 3.283 2.920 -1.569  0.21
C 3.673 2.134 -2.721  -0.58
C 2.405 1.586 -3.400  -1.15
N 1.383 1.208 -2.449  0.46
C 1.781 0.108 -1.573  -1.26
C 0.573 -0.487 -0.934  0.54
N 0.301 -0.373 0.336  -0.84
C -0.889 -1.025 0.522  0.21
C -1.638 -1.214 1.675  -0.99
C -2.827 -1.922 1.570  0.97
N -3.572 -2.102 2.745  -0.07
C -4.743 -2.768 2.943  0.45
O -5.375 -3.329 2.076  -0.66
C -5.168 -2.770 4.413  0.43
C -6.675 -2.978 4.520  -1.51
C -4.410 -3.896 5.122  -1.31
C -3.259 -2.433 0.337  -0.54
C -2.522 -2.250 -0.814  -1.44
C -1.334 -1.544 -0.715  0.94
N -0.370 -1.193 -1.630  0.20
C -0.422 -1.455 -3.042  -0.78
C -1.185 -0.362 -3.785  -0.96
C 0.899 2.370 -1.707  -0.75
C 1.954 3.487 -1.597  -0.98
H 7.725 4.168 0.992  0.38
H 7.450 4.139 -0.758  0.30
H 6.260 4.893 0.316  0.31
H 6.941 1.907 0.281  0.32
H 5.725 2.707 1.325  0.33
H 4.250 2.745 -3.428  0.37
H 4.312 1.315 -2.383  0.44
H 2.663 0.720 -4.013  0.41
H 1.970 2.344 -4.056  0.40
H 2.286 -0.646 -2.184  0.65
H 2.458 0.420 -0.767  0.19
H -1.297 -0.817 2.618  0.36
H -3.147 -1.680 3.560  0.18
H -4.899 -1.811 4.869  0.28
H -7.206 -2.141 4.071  0.36
H -6.958 -3.882 3.987  0.31
H -6.975 -3.068 5.561  0.41
H -4.665 -4.853 4.671  0.33
H -4.682 -3.928 6.175  0.40
H -3.333 -3.756 5.046  0.35
H -4.188 -2.975 0.301  0.59
H -2.871 -2.649 -1.754  0.33
H 0.599 -1.518 -3.427  0.29
H -0.909 -2.424 -3.187  0.51
H -0.673 0.587 -3.656  0.17
H -2.196 -0.276 -3.393  0.33
H -1.238 -0.599 -4.844  0.37
H 0.594 2.038 -0.715  0.54
H 0.015 2.766 -2.222  0.23
H 1.879 4.173 -2.450  0.30
H 1.821 4.057 -0.677  0.43

- SMILES: CCOC(=O)N1CCN(Cc2nc3cc(NC(=O)C(C)C)ccc3n2CC)CC1
- Electronic energy: -1318.38255 a.u.
- ΔE to the lowest compared entry with this formula, charge and spin: 8.9 kcal per mole
- Orbital gap: 8.5 eV
- Molecular weight: 401.51 g mol⁻¹


[4]
Density functional theory data (ωB97M-V/def2-TZVPD) for 2 unconnected molecules or ions with the total composition C7H20N2Si.

Last column: Mulliken charge in e.
Atoms and positions in Å:
C -2.314 0.560 -1.960  -1.04
C 2.602 0.318 -0.338  -1.77
C 1.357 -1.842 0.511  -1.51
C 1.037 -1.026 -1.992  -1.09
C -0.501 1.443 2.863  -1.00
C -1.360 1.455 -1.108  -0.92
C 1.242 -0.555 -0.435  0.98
N -1.891 -1.313 1.597  -0.73
N 0.243 1.097 1.661  -0.06
Si -0.252 0.455 0.171  0.18
H -1.629 0.070 -2.632  0.40
H -2.686 -0.231 -1.274  0.25
H -3.114 1.311 -2.206  0.35
H 2.627 0.389 0.763  0.57
H 3.293 -0.289 -0.857  0.52
H 2.426 1.201 -0.969  0.34
H 0.395 -2.247 0.372  0.41
H 1.390 -1.433 1.508  0.33
H 2.272 -2.441 0.168  0.39
H 0.266 -0.301 -2.353  0.15
H 2.058 -0.864 -2.562  0.30
H 0.750 -2.116 -2.137  0.29
H -0.834 2.461 2.992  0.26
H -1.333 0.646 2.850  0.32
H 0.069 1.194 3.651  0.41
H -1.909 2.134 -0.442  0.48
H -0.902 2.011 -1.801  0.64
H -2.865 -1.047 1.266  0.17
H -1.698 -2.104 1.004  0.18
H 1.262 1.064 1.688  0.20

- Electronic energy: -677.57263 a.u.
- ΔE to the lowest compared entry with this formula, charge and spin: 79.8 kcal per mole
- Orbital gap: 8.3 eV
- Molecular weight: 160.34 g mol⁻¹